A cluster of 9 separate species, C41H86BrN11O12P in total at a distorted geometry. Source: the Open Molecules 2025 dataset; level of theory: the ωB97M-V functional and the def2-TZVPD basis.

Geometry as XYZ:
```
152
Properties=species:S:1:pos:R:3:mulliken_charge:R:1
C -1.389 -1.720 3.550 -0.423
O -0.093 -2.263 3.771 -0.456
C 0.135 -3.480 3.071 -0.933
C 0.913 -3.330 1.750 0.054
C 2.098 -2.317 1.820 -0.865
N 1.933 -1.319 0.738 0.398
C 2.117 -1.712 -0.568 0.261
P 2.522 -3.427 -1.210 0.346
N 3.581 -4.265 -0.139 -0.651
O 1.082 -4.299 -1.144 -0.514
C 2.012 -0.809 -1.600 -0.870
C 1.664 0.543 -1.363 1.068
C 1.559 1.519 -2.515 -0.175
O 0.577 2.136 -2.845 -0.499
O 2.737 1.708 -3.182 -0.472
C 1.431 0.913 -0.024 0.675
C 1.000 2.356 0.219 -1.231
C -0.574 2.513 0.162 -0.984
C -1.347 1.512 1.067 1.330
C -2.907 1.544 0.880 -0.712
N -3.446 0.204 0.544 -0.279
C 1.602 -0.049 1.014 0.270
C 1.388 0.445 2.447 -0.761
C 2.757 0.612 3.175 1.554
C 2.611 1.596 4.373 -1.590
Br 4.158 1.332 1.977 -0.168
H -2.144 -2.210 4.194 0.358
H -1.685 -1.683 2.490 0.039
H -1.345 -0.665 3.893 0.269
H 0.576 -4.239 3.747 0.434
H -0.859 -3.893 2.794 0.347
H 1.306 -4.318 1.456 0.165
H 0.257 -3.007 0.919 0.046
H 2.056 -1.860 2.816 0.154
H 3.096 -2.784 1.768 0.400
H 4.472 -4.463 -0.588 0.296
H 3.201 -5.186 0.091 0.240
H 1.185 -4.965 -1.838 0.329
H 2.189 -1.108 -2.639 0.421
H 2.522 2.023 -4.076 0.442
H 1.353 2.715 1.196 0.417
H 1.382 3.034 -0.564 0.579
H -0.934 2.471 -0.881 0.418
H -0.796 3.522 0.559 0.512
H -1.031 0.464 0.913 -0.621
H -1.158 1.828 2.111 0.030
H -3.259 2.323 0.183 0.000
H -3.359 1.791 1.860 0.371
H -2.845 -0.247 -0.144 0.011
H -3.365 -0.373 1.379 0.217
H 0.795 -0.346 2.952 -0.446
H 0.797 1.359 2.516 0.552
H 3.095 -0.374 3.562 -0.395
H 3.024 2.589 4.138 0.336
H 3.244 1.193 5.183 0.466
H 1.563 1.701 4.695 0.336
C 5.368 -1.537 -4.407 -1.373
C 4.506 -2.763 -4.586 0.742
O 4.075 -3.399 -3.627 -0.604
N 4.216 -3.150 -5.849 -0.114
C 4.630 -2.533 -7.098 -0.909
H 5.511 -1.354 -3.345 0.269
H 6.344 -1.690 -4.868 0.461
H 4.882 -0.665 -4.846 0.350
H 3.637 -3.974 -5.895 0.232
H 3.736 -2.248 -7.655 0.272
H 5.192 -3.266 -7.679 0.296
H 5.248 -1.655 -6.933 0.351
C -2.665 -5.194 -0.053 -1.330
C -3.189 -3.881 0.472 0.696
O -2.442 -2.988 0.842 -0.354
N -4.534 -3.711 0.526 -0.183
C -5.574 -4.644 0.137 -1.045
H -1.578 -5.175 -0.035 0.055
H -3.010 -6.018 0.574 0.418
H -2.992 -5.347 -1.083 0.409
H -4.809 -2.809 0.886 0.232
H -6.186 -4.186 -0.642 0.301
H -6.205 -4.850 1.004 0.323
H -5.163 -5.577 -0.234 0.408
C 3.527 4.104 9.056 -1.377
C 3.372 3.995 7.559 0.858
O 2.450 3.381 7.046 -0.611
N 4.303 4.610 6.782 -0.113
C 5.459 5.379 7.203 -0.887
H 2.714 3.566 9.536 0.300
H 4.472 3.660 9.372 0.371
H 3.483 5.149 9.366 0.377
H 4.138 4.497 5.794 0.184
H 5.379 6.389 6.797 0.301
H 6.360 4.911 6.802 0.289
H 5.536 5.434 8.284 0.329
C -1.633 0.019 -3.458 -0.584
C -2.420 -1.117 -2.862 0.402
O -2.219 -1.515 -1.723 -0.237
N -3.373 -1.702 -3.631 -0.203
C -3.753 -1.374 -4.993 -0.997
H -0.918 0.378 -2.727 -0.603
H -1.088 -0.321 -4.341 0.453
H -2.298 0.843 -3.724 0.461
H -3.857 -2.454 -3.166 0.226
H -4.810 -1.102 -5.008 0.301
H -3.609 -2.255 -5.621 0.303
H -3.167 -0.552 -5.390 0.381
C 2.226 -1.220 -10.482 -1.230
C 1.411 -2.351 -9.905 0.833
O 1.589 -2.768 -8.768 -0.658
N 0.457 -2.906 -10.693 -0.189
C 0.099 -2.553 -12.055 -0.830
H 2.943 -0.882 -9.738 0.241
H 2.773 -1.558 -11.363 0.362
H 1.579 -0.382 -10.744 0.363
H -0.048 -3.655 -10.244 0.236
H -0.952 -2.261 -12.079 0.283
H 0.234 -3.428 -12.693 0.289
H 0.705 -1.737 -12.435 0.320
C -7.652 4.912 -0.965 -1.458
C -7.165 3.974 0.112 0.827
O -7.547 4.054 1.268 -0.637
N -6.267 3.017 -0.238 -0.065
C -5.685 2.754 -1.537 -0.794
H -8.359 5.614 -0.531 0.339
H -6.816 5.474 -1.384 0.350
H -8.159 4.353 -1.753 0.455
H -5.986 2.431 0.534 0.200
H -5.929 1.729 -1.822 0.269
H -4.601 2.853 -1.451 0.182
H -6.047 3.434 -2.301 0.408
C 6.220 -2.516 5.160 -1.489
C 4.747 -2.244 5.336 0.910
O 4.295 -1.107 5.368 -0.645
N 3.915 -3.311 5.460 -0.089
C 4.255 -4.722 5.448 -0.930
H 6.748 -1.571 5.075 0.324
H 6.610 -3.056 6.024 0.396
H 6.392 -3.093 4.250 0.373
H 2.946 -3.052 5.576 0.181
H 3.718 -5.207 4.630 0.265
H 3.936 -5.169 6.391 0.334
H 5.320 -4.880 5.319 0.364
C -5.535 5.639 2.457 -0.961
C -4.229 6.292 2.835 0.641
O -3.182 5.662 2.905 -0.677
N -4.243 7.626 3.102 -0.158
C -5.373 8.535 3.073 -0.824
H -5.361 4.584 2.277 0.141
H -6.260 5.736 3.265 0.363
H -5.932 6.085 1.545 0.329
H -3.337 7.995 3.347 0.247
H -5.169 9.328 2.351 0.274
H -5.491 8.982 4.061 0.284
H -6.291 8.027 2.798 0.325
```

- HOMO level (eV) = -10.06
- total charge = +1
- frontier orbital gap (eV) = 7.074
- energy (eV) = -164202.28412
- maximum force (hartree/bohr) = 0.03755

***

A cluster of 5 separate species, C24H24Cl2F32O5P2 in total at a distorted geometry. Source: the Open Molecules 2025 dataset; level of theory: the ωB97M-V functional and the def2-TZVPD basis.

Geometry as XYZ:
```
89
Properties=species:S:1:pos:R:3:mulliken_charge:R:1
F 2.370 2.633 2.559 -0.243
C 2.754 2.089 1.390 0.005
F 2.222 2.830 0.389 -0.197
C 2.248 0.653 1.238 0.987
F 0.902 0.643 1.170 -0.280
F 2.719 0.237 0.020 -0.249
C 2.724 -0.394 2.257 -0.865
O 1.857 -0.704 3.331 -0.380
C 1.840 0.026 4.489 0.792
F 2.864 0.895 4.544 -0.305
F 2.008 -0.847 5.512 -0.311
C 0.489 0.715 4.720 0.176
F 0.190 1.527 3.690 -0.204
F 0.570 1.459 5.843 -0.246
H 3.843 2.133 1.315 0.292
H 2.780 -1.324 1.693 0.418
H 3.738 -0.185 2.599 0.347
H -0.299 -0.033 4.830 0.249
F 0.179 6.783 -3.581 -0.227
C 1.312 6.175 -3.187 0.022
F 1.922 5.676 -4.287 -0.268
C 1.029 5.021 -2.220 1.024
F 0.343 4.044 -2.850 -0.289
F 2.252 4.502 -1.907 -0.333
C 0.338 5.359 -0.887 -0.551
O -1.061 5.150 -0.809 -0.405
C -1.969 6.089 -1.216 0.801
F -1.386 7.269 -1.486 -0.289
F -2.819 6.293 -0.183 -0.302
C -2.827 5.596 -2.389 0.199
F -2.057 5.261 -3.440 -0.217
F -3.657 6.592 -2.770 -0.259
H 1.977 6.908 -2.723 0.304
H 0.749 4.652 -0.170 0.199
H 0.621 6.348 -0.523 0.371
H -3.414 4.728 -2.083 0.246
F 5.697 -1.507 9.221 -0.225
C 4.983 -0.425 8.858 0.134
F 5.604 0.670 9.351 -0.268
C 3.559 -0.476 9.419 0.840
F 3.593 -0.405 10.766 -0.274
F 2.952 0.661 8.969 -0.313
C 2.656 -1.638 8.983 -0.727
O 2.530 -2.748 9.852 -0.422
C 3.417 -3.790 9.839 0.803
F 4.258 -3.720 8.792 -0.282
F 2.696 -4.926 9.695 -0.304
C 4.173 -3.921 11.167 0.193
F 4.841 -2.788 11.451 -0.217
F 5.069 -4.927 11.061 -0.255
H 4.962 -0.352 7.767 0.242
H 1.654 -1.213 8.961 0.434
H 2.871 -1.950 7.959 0.413
H 3.473 -4.138 11.976 0.239
F -5.830 -1.734 -9.321 -0.233
C -4.514 -2.009 -9.276 0.053
F -4.252 -2.945 -10.217 -0.266
C -4.099 -2.562 -7.909 0.929
F -4.685 -3.759 -7.692 -0.293
F -2.758 -2.794 -8.006 -0.319
C -4.305 -1.658 -6.682 -0.448
O -5.465 -1.881 -5.897 -0.432
C -6.675 -1.314 -6.193 0.776
F -6.572 -0.383 -7.157 -0.291
F -7.101 -0.682 -5.075 -0.304
C -7.743 -2.364 -6.528 0.202
F -7.361 -3.123 -7.571 -0.218
F -8.888 -1.729 -6.862 -0.259
H -3.944 -1.107 -9.513 0.305
H -3.490 -1.890 -5.996 0.146
H -4.180 -0.603 -6.931 0.359
H -7.919 -3.006 -5.663 0.247
C -1.133 -3.962 -5.609 -1.350
C -0.622 -2.746 -4.889 0.397
Cl -0.737 -1.246 -5.758 -0.168
C -0.124 -2.778 -3.649 0.199
Cl -0.057 -4.303 -2.825 -0.161
P 0.466 -1.286 -2.814 0.126
C -0.404 -1.294 -1.196 -1.056
P 2.580 -1.805 -2.457 0.507
O 2.927 -3.200 -2.847 -0.619
H -1.144 -3.769 -6.677 0.295
H -0.464 -4.800 -5.419 0.506
H -2.143 -4.189 -5.259 0.320
H -1.437 -1.587 -1.400 0.404
H 0.021 -1.985 -0.466 0.358
H -0.427 -0.284 -0.790 0.247
H 3.264 -0.908 -3.301 0.053
H 2.876 -1.521 -1.126 -0.033
```

- HOMO level (eV) = -8.84
- total charge = 0
- frontier orbital gap (eV) = 8.892
- energy (eV) = -166096.14415
- maximum force (hartree/bohr) = 0.03830
- SMILES = FC(F)C(F)(F)COC(F)(F)C(F)F.FC(F)C(F)(F)COC(F)(F)C(F)F.FC(F)C(F)(F)COC(F)(F)C(F)F.FC(F)C(F)(F)COC(F)(F)C(F)F.C/C(Cl)=C(\Cl)P(C)[PH2]=O

***

A cluster of 2 separate species, C10H20NO in total at a distorted geometry. Source: the Open Molecules 2025 dataset; level of theory: the ωB97M-V functional and the def2-TZVPD basis.

Geometry as XYZ:
```
32
Properties=species:S:1:pos:R:3:mulliken_charge:R:1
C 0.131 2.165 1.480 -1.382
C 2.117 -1.134 -1.630 -0.613
C 0.331 1.869 0.187 1.198
C 1.428 -0.818 -0.602 0.330
C 1.246 2.714 -0.617 -1.335
C -1.735 -2.201 0.136 -1.372
C -2.683 0.776 0.289 -1.056
C 2.556 -1.616 1.187 -1.108
C -1.678 -1.122 -0.811 -0.206
C -0.338 0.923 -0.581 -0.716
N -1.422 0.123 -0.035 0.317
O 1.295 -1.181 0.644 -0.180
H -0.332 1.374 2.094 0.187
H 0.651 2.742 2.186 0.415
H 2.834 -1.975 -1.595 0.244
H 2.143 -0.737 -2.597 0.351
H 1.874 1.916 -1.203 0.275
H 1.826 3.331 -0.034 0.435
H 0.561 3.221 -1.405 0.264
H -2.016 -3.078 -0.395 0.441
H -0.833 -2.378 0.679 0.339
H -2.439 -2.005 0.932 0.358
H -2.599 1.802 0.695 0.340
H -3.430 0.951 -0.457 0.434
H -3.175 0.261 1.058 0.449
H 2.664 -2.613 0.839 0.382
H 2.587 -1.651 2.242 0.282
H 3.306 -1.011 0.864 0.452
H -2.545 -0.710 -1.440 0.423
H -0.720 -1.032 -1.397 0.350
H -0.511 1.224 -1.648 0.296
H -1.093 -0.127 0.938 0.406
```

- HOMO level (alpha / beta) (eV) = -11.79 / -11.89
- total charge = +1
- frontier orbital gap (alpha / beta) (eV) = 7.611 / 7.994
- energy (eV) = -14218.96337
- energy above the lowest of the compared OMol25 structures with the same formula, charge and spin (kJ/mol) = 624.57
- maximum force (hartree/bohr) = 0.09845

***

Question: Which of these has the lowest energy?
Answer: C24H24Cl2F32O5P2

***

Question: Which of these has the lowest energy?
Answer: C24H24Cl2F32O5P2

***

Question: Which of these has the highest maximum force?
Answer: C10H20NO

***

Question: What is the formula in the third record?
Answer: C10H20NO